Below is 2 unconnected molecules or ions with the total composition C5H16N2O, with properties calculated with ωB97M-V with the def2-TZVPD basis set.

Properties
multiplicity	2
energy relative to the best compared isomer or geometry (same formula, charge and spin)	0.435	eV
LUMO (spin up / spin down)	3.97 / 3.91	eV
total charge	-1
calculated total energy	-384.7796	Ha
M	120.2	g mol⁻¹
HOMO energy (spin up / spin down)	1.158 / -5.603	eV

Structure (XYZ):
```
24
C5H16N2O ωB97M-V with the def2-TZVPD basis set
C 0.38501 -0.76690 2.31665
C 0.10775 0.69962 2.02686
N -0.51218 0.85938 0.71176
C -0.93938 2.22258 0.44969
H 1.07143 -1.18827 1.58137
H 0.79956 -0.89897 3.31756
H -0.53578 -1.34978 2.27246
H -0.55328 1.12043 2.79216
H 1.03221 1.27331 2.02335
H -1.31331 0.23164 0.65061
H 0.49096 0.51455 -0.31946
H -1.75205 2.54073 1.10859
H -1.28036 2.30817 -0.58603
H -0.09450 2.89009 0.58384
C -0.51090 -1.88044 -1.53021
N 0.55241 -1.45198 -2.42420
C 0.93814 -0.05499 -2.24380
O 1.31067 0.31555 -0.97401
H -0.16124 -2.14409 -0.52785
H -1.03035 -2.74673 -1.93805
H -1.24553 -1.08301 -1.43137
H 1.36423 -2.05039 -2.31358
H 0.08765 0.53536 -2.62672
H 1.78882 0.10417 -2.91960
```

Calculated atomic charges, method Mulliken, unit e:
1 C -2.15
2 C -1.86
3 N 3.53
4 C -3.23
5 H 0.16
6 H 0.81
7 H 0.28
8 H 1.00
9 H 0.44
10 H -0.37
11 H 0.00
12 H 0.86
13 H 0.21
14 H 0.18
15 C -1.04
16 N -0.25
17 C -0.64
18 O -0.45
19 H 0.00
20 H 0.38
21 H 0.30
22 H 0.26
23 H 0.26
24 H 0.33